a.
The following is a DFT calculation (ωB97M-V/def2-TZVPD) of the molecule C7H6.

Each line ends with the Mulliken charge.
CARTESIAN COORDINATES (ANGSTROEM)
C: -0.41016 -1.34638 -1.15605  -0.8075
C: 1.57082 0.27353 0.39062  -0.5171
C: 0.91850 2.00076 0.41175  -0.9871
C: -1.14969 -1.07503 0.06243  -0.2061
C: 0.11623 0.90882 0.41187  1.0511
C: 2.14496 1.47719 0.72756  -0.0247
C: -1.08262 0.43579 0.26803  -0.2509
H: -2.29744 -1.38321 -0.01353  0.2512
H: -2.03669 1.09207 0.32037  0.2840
H: 3.16589 1.87013 1.03051  0.3310
H: 0.36194 -2.06823 -1.21289  0.3922
H: -0.58825 -0.66553 -2.13959  0.2431
H: -0.71349 -1.51992 0.89893  0.2408

The value obtained for the frontier orbital gap (alpha / beta) is 8.01 / 7.44 eV. As for the spin multiplicity: 1.


b.
The following is a DFT calculation (ωB97M-V/def2-TZVPD) of a structure of composition C7H6.

Each line ends with the Mulliken charge.
CARTESIAN COORDINATES (ANGSTROEM)
C: 0.61672 0.04928 0.72172  -0.1013
C: 1.24713 -1.28547 0.33864  -0.4276
C: -0.13364 -1.60002 -0.01147  0.1805
C: 1.10644 -0.67861 1.70171  -0.5387
C: -0.67549 1.29406 -1.18654  -1.2910
C: -1.22276 -0.98277 -0.32272  -0.8050
C: -0.82286 0.39590 0.06006  0.7152
H: 1.42162 -0.92572 2.66479  0.4489
H: -1.57201 1.74202 -1.26457  0.3946
H: -1.64286 0.87604 0.71253  0.3778
H: -0.34952 0.52643 -2.00605  0.2937
H: 2.01890 -1.49282 -0.30947  0.4104
H: 0.00833 2.08168 -1.09864  0.3425

The value obtained for the frontier orbital gap (alpha / beta) is 8.85 / 8.85 eV. As for the spin multiplicity: 1.


Energy above the most stable structure, in kcal/mol: a 7.8; b 0.0